C2HFI2O as an isolated structure at a distorted geometry. Source: the OMol25 dataset; level of theory: ωB97M-V/def2-TZVPD.

Element x y z (Å)
O: 0.378 0.306 1.580
I: -1.106 2.730 -0.875
I: -3.088 -0.270 -0.768
H: 0.167 -0.161 -0.409
C: -0.157 0.266 0.538
C: -1.785 1.033 0.324
F: -2.317 1.440 1.461

Computed properties:
M (g mol⁻¹): 313.83
Highest occupied orbital energy (eV): -9.677
Orbital gap (eV): 9.10
E_tot (eV): -23054.756
E_LUMO (hartree): -0.02126

***

A 11-piece molecular cluster, C35H81Cl8N5O13P2 overall at a distorted geometry. Source: the OMol25 dataset; level of theory: ωB97M-V/def2-TZVPD.

Element x y z (Å)
O: 1.318 -5.489 1.096
Cl: 8.181 1.499 -0.659
H: -4.050 5.997 0.383
H: -5.943 -4.945 1.892
H: 0.806 -4.275 2.753
C: -5.786 -3.970 1.432
Cl: -5.455 4.144 -0.219
H: -0.353 -3.827 0.075
C: -7.178 -3.276 1.290
H: 3.631 4.920 6.832
C: 6.456 1.861 -0.487
H: 2.937 3.141 -1.994
C: 5.073 3.987 -3.372
N: -3.403 -0.473 -1.655
C: 4.523 -8.671 1.979
H: -3.841 1.461 -0.935
C: -4.236 0.759 -1.669
H: -2.911 4.111 -1.889
C: 3.854 5.895 0.986
C: 3.116 4.493 5.972
C: 5.312 4.159 4.753
H: 0.389 -0.438 0.145
C: 3.455 -8.831 0.839
H: -5.314 0.658 -1.539
N: -0.179 4.834 -3.609
H: 0.602 -9.031 -0.195
H: 5.737 4.815 5.529
O: 6.016 3.538 3.981
C: -2.640 -0.432 1.662
H: 1.945 -2.671 -2.126
O: -7.092 -2.071 0.640
Cl: 2.323 5.382 0.227
C: 0.090 -2.756 -3.990
H: -1.994 0.034 -3.197
H: -0.349 -3.135 -3.068
C: 0.498 -4.573 1.751
C: -4.118 5.359 -0.499
H: -2.209 5.617 -1.423
O: -6.885 -0.795 2.909
H: 1.304 -3.196 0.295
O: 4.972 4.725 -2.415
H: -1.683 -9.384 -0.803
C: -2.001 -0.294 -2.157
H: 5.519 2.319 -5.347
C: 3.022 2.674 -2.976
H: -5.416 -4.043 0.409
H: -0.079 6.211 -5.313
H: -4.944 -1.512 -0.958
H: 2.778 -9.621 1.163
H: 2.970 -2.840 -3.487
C: 0.820 5.320 -2.697
H: 2.941 6.064 2.930
C: -0.086 -8.235 0.092
Cl: 6.336 -0.506 1.036
H: -2.494 -1.512 1.671
H: -2.541 0.075 0.702
Cl: 2.737 -0.450 0.574
H: -1.456 0.464 -1.596
H: 4.626 1.110 -4.619
N: 3.961 3.952 4.897
H: 4.777 1.248 0.855
H: 3.861 2.310 -5.754
H: -1.957 0.082 2.338
H: 5.920 1.366 -1.296
N: 4.253 2.972 -3.666
O: -0.194 2.599 -2.935
O: 2.072 -6.999 3.080
H: -5.008 -3.401 1.941
H: 4.466 5.003 1.113
H: 0.252 -0.676 -5.318
P: 1.636 -6.990 1.661
Cl: 3.064 8.235 2.043
N: 1.155 -1.750 -3.807
H: 2.488 3.664 6.297
C: -0.766 5.824 -4.561
H: -2.127 -8.119 0.166
C: 3.646 6.590 2.287
H: -0.546 -4.822 1.942
H: 6.121 1.760 1.733
C: -3.919 -1.655 -1.333
O: 2.709 -7.607 0.573
O: -3.299 -2.703 -1.368
H: -9.486 -1.244 4.998
H: -7.740 -3.150 2.215
C: 1.155 0.331 0.047
H: 2.867 -1.236 -2.793
H: -1.372 -1.171 -2.008
H: 1.574 5.761 -3.349
C: 4.534 2.157 -4.910
C: -0.732 3.545 -3.542
H: 4.295 6.515 0.205
H: 4.176 -8.935 2.978
H: -0.229 1.862 0.072
H: -1.358 -9.554 1.028
H: 0.388 -3.623 -4.578
H: 6.466 2.951 -0.504
O: -4.906 -0.906 1.286
C: 0.797 1.752 0.423
H: 2.782 3.914 3.216
C: -1.390 -8.922 0.140
H: -1.157 6.627 -3.937
P: -6.530 -0.724 1.357
H: -4.481 6.108 -1.203
C: 3.191 3.188 3.919
H: -0.142 -7.380 -0.581
H: -4.238 1.163 -2.682
H: 2.926 1.595 -2.861
H: -1.697 3.464 -4.064
H: 5.858 4.090 -4.137
H: 0.459 6.080 -2.003
C: -8.557 -1.419 4.456
H: 3.966 -9.106 -0.084
H: -8.227 0.590 3.720
H: 1.424 2.580 0.090
H: -1.649 5.466 -5.092
O: 2.194 -0.027 -4.998
H: -8.926 -0.521 2.535
H: 2.440 5.224 5.530
H: -4.197 0.896 2.370
H: -0.771 -2.251 -4.428
H: -0.031 -2.539 1.295
C: 1.221 -0.790 -4.808
C: -8.226 -0.441 3.367
H: 1.342 4.622 -2.043
H: -8.683 -2.427 4.060
H: 5.179 -9.532 1.849
H: 2.307 3.065 -3.699
C: -4.036 -0.171 2.219
O: -7.024 0.538 0.734
C: -2.772 4.769 -1.031
H: 4.505 6.575 2.957
Cl: 0.760 1.780 2.156
Cl: -1.952 3.871 0.207
H: -7.744 -1.364 5.180
H: 3.733 2.383 3.422
C: 5.866 1.221 0.821
C: 2.289 -2.135 -3.010
H: 2.364 2.719 4.452
H: 1.392 0.405 -1.014
O: 0.211 -7.759 1.369
C: 0.361 -3.423 0.792
H: -4.154 -0.726 3.150
H: -7.848 -3.889 0.686
H: 5.020 -7.705 2.067

Computed properties:
M (g mol⁻¹): 1125.63
2S+1: 2
Highest occupied orbital energy (alpha / beta) (eV): -10.876 / -10.876
Orbital gap (alpha / beta) (eV): 7.77 / 2.69
E_tot (eV): -190428.821
Expectation value of S²: 0.78
Total charge: +1
E_LUMO (alpha / beta) (hartree): -0.11407 / -0.30073

***

C6H9ClNS as an isolated structure at a distorted geometry. Source: the OMol25 dataset; level of theory: ωB97M-V/def2-TZVPD.

Element x y z (Å)
H: -0.521 1.658 0.171
H: -0.305 2.239 -1.461
C: 1.271 0.163 0.273
S: 2.272 1.599 0.451
H: -1.523 -2.632 -0.112
C: 0.362 0.223 -0.924
C: 0.862 -0.575 1.400
Cl: 2.553 -1.555 -0.662
H: -0.340 -2.067 2.221
H: 1.145 -0.330 2.417
C: -0.569 -0.992 -0.947
C: -0.092 -1.507 1.305
N: -0.602 1.462 -0.833
H: 2.279 1.295 1.736
H: -1.092 -1.098 -1.928
C: -0.879 -1.792 0.090
H: -1.551 1.188 -1.336
H: 0.948 0.309 -1.755

Computed properties:
M (g mol⁻¹): 162.67
Highest occupied orbital energy (alpha / beta) (eV): -12.976 / -12.977
Orbital gap (alpha / beta) (eV): 7.63 / 7.63
E_tot (eV): -31206.192
Total charge: +1
E_LUMO (alpha / beta) (hartree): -0.19650 / -0.19650

***

C27H34Cl2N5O3Pb as an isolated structure at a distorted geometry. Source: the OMol25 dataset; level of theory: ωB97M-V/def2-TZVPD.

Element x y z (Å)
Cl: -1.044 -2.468 3.084
N: -8.693 0.923 6.828
H: 4.699 -3.068 -3.525
C: 2.784 -1.735 -0.386
H: -2.709 -0.584 2.685
H: 1.506 -3.386 -0.738
H: 0.638 -2.267 -2.424
H: 1.263 -3.878 1.658
H: 2.728 3.055 2.548
C: 1.837 -4.590 -4.635
H: -0.694 -1.087 -4.478
Pb: 0.110 -1.006 1.287
H: -6.991 3.244 4.801
C: 2.709 -2.576 -2.916
H: 4.223 3.828 1.922
C: 3.368 3.926 -0.667
H: -4.968 3.473 3.351
C: 3.224 -1.470 -1.997
N: 2.845 3.196 0.478
C: -1.744 2.186 1.320
H: -2.470 -0.215 -2.893
H: -5.934 -0.856 5.645
C: -4.612 0.203 4.315
H: 4.468 3.943 -0.647
H: 1.291 1.221 -2.904
H: 2.694 -2.917 2.078
C: -7.750 1.044 6.145
O: 3.193 -0.303 -2.586
C: 0.241 1.333 -2.560
H: -2.561 1.165 -4.018
C: -2.068 0.780 -3.116
C: -0.200 -0.107 -4.484
C: -6.320 2.397 4.664
O: 1.638 1.432 1.292
C: 1.349 -2.826 -3.047
C: -5.731 0.087 5.138
H: -1.108 2.740 0.648
C: 3.207 -4.334 -4.487
C: 3.654 -0.957 0.539
H: -3.253 3.588 2.157
N: -0.642 0.682 -3.347
C: 2.156 2.053 0.340
C: 2.250 -3.554 1.299
H: 3.025 3.437 -1.585
C: 2.138 -2.863 -0.028
N: -3.308 1.483 2.731
C: 0.905 -3.828 -3.922
H: 2.698 4.727 1.899
H: 0.887 -0.245 -4.424
N: -1.550 0.826 1.548
C: -6.591 1.181 5.306
H: -2.243 1.445 -2.268
H: 2.094 1.692 -0.701
C: -5.196 2.527 3.842
H: -3.932 -0.643 4.209
H: -0.449 0.401 -5.429
H: 3.948 -4.928 -5.025
H: 4.412 -1.605 1.020
C: -2.539 0.427 2.348
H: 4.191 -0.186 -0.029
C: -4.374 1.412 3.643
H: 4.317 -1.625 -1.899
C: 3.139 3.729 1.795
H: 2.870 -4.461 1.231
H: 1.499 -5.386 -5.302
C: 3.639 -3.307 -3.646
O: -0.052 1.996 -1.555
C: -2.818 2.611 2.051
H: -0.168 -4.006 -4.024
H: 3.013 4.966 -0.646
H: 3.094 -0.459 1.347
Cl: -1.232 -1.635 -0.850

Computed properties:
M (g mol⁻¹): 754.71
Highest occupied orbital energy (eV): -3.639
Orbital gap (eV): 5.06
E_tot (eV): -72438.928
Total charge: -1
E_LUMO (hartree): 0.05207

***

The molecule CH8N2OSi at a distorted geometry. Source: the OMol25 dataset; level of theory: ωB97M-V/def2-TZVPD.

Element x y z (Å)
C: 1.223 0.706 0.667
H: -0.850 1.189 -1.790
H: -1.907 -1.004 1.494
H: -2.321 1.161 -1.071
H: -0.842 -1.774 -1.158
Si: -0.485 -0.003 0.072
H: 1.797 0.903 -0.327
H: 1.186 1.731 1.147
N: -0.023 -1.608 -0.530
H: 0.746 -1.758 -1.215
O: -1.488 -0.155 1.357
N: -1.424 0.676 -1.146
H: 1.770 -0.013 1.269

Computed properties:
M (g mol⁻¹): 92.17
Highest occupied orbital energy (eV): -9.408
Orbital gap (eV): 10.07
E_tot (eV): -14075.140
E_LUMO (hartree): 0.02415
SMILES: C[Si](N)(N)O

***

The molecule C5H7N3O at a distorted geometry. Source: the OMol25 dataset; level of theory: ωB97M-V/def2-TZVPD.

Element x y z (Å)
H: -0.865 -2.262 -2.337
H: -1.171 -0.459 2.750
O: -0.283 -0.362 2.636
C: 1.811 0.284 -1.442
C: 0.257 0.337 0.126
H: 1.026 1.073 2.073
C: 0.193 0.563 1.664
C: -0.958 -1.615 -1.401
C: -0.796 1.194 0.746
N: 1.381 1.002 -0.419
H: -1.859 0.832 0.619
H: -1.716 -1.605 -0.615
H: -0.858 2.279 0.342
H: 2.636 0.517 -1.978
N: 1.140 -0.851 -1.752
N: 0.062 -0.928 -1.012

Computed properties:
M (g mol⁻¹): 125.13
Highest occupied orbital energy (alpha / beta) (eV): -7.696 / -7.696
Orbital gap (alpha / beta) (eV): 8.01 / 8.01
E_tot (eV): -11811.215
E_LUMO (alpha / beta) (hartree): 0.01163 / 0.01161

***

C2H10N3 as an isolated structure at a distorted geometry. Source: the OMol25 dataset; level of theory: ωB97M-V/def2-TZVPD.

Element x y z (Å)
N: 1.283 0.886 -1.233
H: 0.475 1.024 -0.242
H: 1.972 0.086 -1.063
H: 0.115 0.485 1.418
H: -0.463 -2.320 1.377
H: -0.778 1.866 1.034
N: -0.426 0.974 0.703
C: -1.546 0.214 0.323
N: -1.430 -1.037 0.015
H: -2.513 0.737 0.300
H: 0.170 -2.517 -0.305
H: 0.723 -1.094 0.663
H: 0.763 0.749 -2.107
C: -0.218 -1.738 0.447
H: 1.874 1.684 -1.329

Computed properties:
M (g mol⁻¹): 76.12
Highest occupied orbital energy (eV): -14.205
Orbital gap (eV): 10.72
E_tot (eV): -6699.059
Total charge: +1
E_LUMO (hartree): -0.12815

***

C27H28BCl5N6RuS5 as an isolated structure at a distorted geometry. Source: the OMol25 dataset; level of theory: ωB97M-V/def2-TZVPD.

Element x y z (Å)
N: -0.101 -2.241 -0.035
Ru: 0.016 0.362 0.117
H: 4.463 0.007 -3.167
C: -3.033 -0.193 2.558
S: -0.032 0.330 -2.605
H: -2.789 2.488 2.500
C: 2.461 3.780 2.381
N: 2.687 -1.213 0.825
C: -1.836 2.035 2.764
S: -4.273 2.415 -5.948
C: -0.081 -0.628 4.535
C: 0.887 3.573 0.142
N: 0.914 -1.280 2.679
H: 2.751 -0.410 -3.255
Cl: 0.029 3.505 -1.350
C: 4.027 -1.239 0.840
H: -2.559 -3.920 -1.572
H: -0.329 -0.469 5.566
H: -0.822 -5.412 -0.324
Cl: 2.528 1.165 2.815
H: 1.744 -1.912 4.502
C: -0.750 -0.122 3.417
N: -0.127 -0.529 2.312
Cl: 2.516 6.480 2.342
H: -1.309 2.692 3.456
H: 4.078 2.998 -2.531
C: 2.003 2.546 1.924
S: -1.840 1.168 -4.778
S: -3.893 2.204 -3.000
C: 2.047 4.939 1.738
H: 5.227 1.944 -1.710
C: -1.938 -3.013 -1.577
H: -2.155 -0.983 -0.936
C: -0.416 -4.452 -0.083
C: 1.254 4.834 0.603
C: 3.218 1.152 -1.825
H: 3.327 1.090 -3.985
H: 4.558 -1.875 1.524
C: -3.386 1.959 -4.648
N: 2.270 -0.358 -0.111
C: -2.807 -1.823 -1.188
C: 0.966 -1.358 4.015
Cl: 3.533 3.906 3.726
H: 4.035 2.867 -0.780
C: -2.480 1.520 -2.216
H: 2.429 -2.870 2.285
H: -3.410 -2.057 -0.313
H: -3.469 -1.540 -2.003
H: -4.017 0.272 2.529
C: 3.453 0.412 -3.144
C: 0.623 -4.158 0.768
H: 1.239 -4.793 1.372
C: 1.182 2.380 0.805
Cl: 0.735 6.268 -0.201
H: -2.111 -2.681 -3.720
C: 4.490 -0.365 -0.116
C: -2.040 0.644 3.370
H: -3.132 -1.187 2.997
C: -0.843 -3.210 -0.572
H: -2.422 0.759 4.392
H: -1.225 1.949 1.852
S: -2.428 1.538 -0.526
H: -0.659 -2.001 -2.987
C: -1.505 1.025 -3.056
N: 0.789 -2.827 0.774
H: -0.769 -3.741 -3.256
H: -2.651 -0.309 1.540
C: 4.204 2.310 -1.698
B: 1.768 -2.088 1.684
H: 2.197 1.553 -1.822
H: 5.512 -0.143 -0.349
C: 3.336 0.182 -0.692
C: -1.333 -2.853 -2.977

Computed properties:
M (g mol⁻¹): 886.05
2S+1: 2
Highest occupied orbital energy (alpha / beta) (eV): -4.914 / -5.655
Orbital gap (alpha / beta) (eV): 6.94 / 6.20
E_tot (eV): -157445.526
Expectation value of S²: 0.78
Total charge: -1
E_LUMO (alpha / beta) (hartree): 0.07447 / 0.02004